C45H100F6N8Na2O12S6 as an isolated structure at a distorted geometry. Source: the OMol25 dataset; level of theory: wB97M-V/def2-TZVPD.

XYZ file:
```
179
Properties=species:S:1:pos:R:3
Na 1.87 3.79 0.65
Na 3.54 2.02 -1.44
C 4.24 -8.75 -4.90
C 4.88 -7.66 -4.03
C 3.77 -6.81 -3.43
N 4.24 -5.71 -2.50
C 4.58 -6.39 -1.17
C 4.79 -5.43 0.00
C 3.56 -4.55 0.24
C 3.26 -3.81 -1.06
C 3.06 -4.81 -2.20
C 5.44 -4.94 -2.96
H 3.79 -8.26 -5.76
H 3.46 -9.30 -4.38
H 4.99 -9.43 -5.31
H 5.51 -7.02 -4.65
H 5.53 -8.15 -3.31
H 3.13 -7.44 -2.82
H 3.20 -6.32 -4.22
H 3.78 -7.10 -0.96
H 5.50 -6.96 -1.29
H 5.02 -6.08 0.84
H 5.65 -4.77 -0.14
H 2.71 -5.08 0.66
H 3.89 -3.79 0.95
H 2.38 -3.16 -0.98
H 4.05 -3.11 -1.37
H 2.28 -5.49 -1.85
H 2.78 -4.30 -3.12
H 5.60 -4.12 -2.27
H 5.21 -4.59 -3.96
H 6.28 -5.63 -2.96
C -4.92 1.08 2.50
C -4.50 -0.27 3.04
C -3.94 -1.14 1.90
N -3.66 -2.58 2.29
C -2.60 -2.66 3.37
C -1.24 -2.22 2.86
C -0.80 -3.13 1.71
C -1.81 -3.02 0.57
C -3.22 -3.33 1.05
C -4.87 -3.34 2.75
H -5.47 1.59 3.29
H -5.61 0.95 1.66
H -4.15 1.75 2.12
H -5.37 -0.79 3.45
H -3.75 -0.22 3.84
H -3.00 -0.72 1.56
H -4.71 -1.20 1.13
H -2.92 -2.09 4.24
H -2.55 -3.72 3.61
H -1.26 -1.15 2.67
H -0.45 -2.46 3.57
H 0.21 -2.99 1.32
H -0.80 -4.17 2.05
H -1.66 -2.03 0.12
H -1.62 -3.72 -0.26
H -4.03 -3.32 0.32
H -3.17 -4.37 1.36
H -5.66 -3.17 2.02
H -5.19 -2.93 3.70
H -4.63 -4.39 2.88
C -4.42 2.99 -1.56
C -3.78 3.84 -2.66
C -2.90 4.91 -2.05
N -2.21 5.80 -3.06
C -3.16 6.46 -4.05
C -2.48 7.46 -4.98
C -1.82 8.58 -4.19
C -0.81 7.90 -3.23
C -1.46 6.88 -2.33
C -1.25 5.03 -3.91
H -5.23 2.43 -2.04
H -4.94 3.58 -0.81
H -3.74 2.25 -1.14
H -4.60 4.29 -3.22
H -3.26 3.21 -3.38
H -2.07 4.52 -1.46
H -3.43 5.61 -1.41
H -3.88 6.94 -3.37
H -3.72 5.77 -4.67
H -3.23 7.86 -5.66
H -1.75 7.00 -5.64
H -2.50 9.11 -3.53
H -1.25 9.28 -4.80
H -0.39 8.69 -2.60
H 0.07 7.56 -3.79
H -2.03 7.41 -1.56
H -0.69 6.39 -1.71
H -1.80 4.38 -4.57
H -0.53 4.54 -3.25
H -0.68 5.72 -4.53
C -1.41 1.17 5.98
C -0.03 1.39 5.39
C 0.67 2.57 6.07
N 2.06 2.89 5.53
C 2.00 3.80 4.29
C 3.34 4.34 3.81
C 3.98 5.16 4.94
C 4.00 4.37 6.24
C 2.67 3.76 6.63
C 2.93 1.68 5.39
H -1.92 2.13 5.85
H -1.46 0.89 7.02
H -1.98 0.46 5.38
H -0.05 1.73 4.34
H 0.62 0.51 5.42
H 0.83 2.34 7.12
H 0.13 3.51 5.94
H 1.29 4.58 4.56
H 1.57 3.09 3.58
H 3.05 5.06 3.03
H 4.01 3.60 3.38
H 3.46 6.11 5.07
H 5.02 5.36 4.71
H 4.48 4.90 7.06
H 4.70 3.54 6.10
H 1.93 4.49 6.94
H 2.76 3.14 7.52
H 3.88 1.98 4.96
H 2.45 1.00 4.69
H 3.22 1.30 6.37
C 1.52 -1.60 -4.10
C 0.11 -1.19 -4.51
C -0.92 -2.10 -3.89
N -2.36 -1.73 -3.98
C -3.16 -2.94 -3.52
C -3.17 -4.11 -4.49
C -3.59 -3.73 -5.90
C -2.78 -2.51 -6.33
C -2.78 -1.33 -5.39
C -2.65 -0.60 -3.06
H 1.53 -1.71 -3.01
H 2.38 -0.95 -4.26
H 1.78 -2.59 -4.48
H 0.07 -1.22 -5.61
H 0.00 -0.15 -4.21
H -0.68 -2.27 -2.83
H -0.80 -3.09 -4.33
H -2.92 -3.25 -2.51
H -4.17 -2.52 -3.54
H -2.22 -4.65 -4.46
H -3.85 -4.84 -4.03
H -3.44 -4.59 -6.55
H -4.63 -3.42 -5.88
H -1.80 -2.81 -6.71
H -3.23 -2.16 -7.27
H -2.14 -0.50 -5.67
H -3.81 -0.97 -5.29
H -1.93 0.20 -3.26
H -2.51 -0.93 -2.03
H -3.63 -0.17 -3.24
N 0.15 4.78 1.84
S -1.37 4.42 2.08
O -2.27 4.70 1.01
O -1.78 4.38 3.44
F -1.20 2.80 1.87
S -0.05 6.41 1.95
O -0.36 6.82 3.26
O -0.48 7.08 0.77
F 1.54 6.73 1.94
N 3.09 -3.42 5.84
S 2.78 -2.87 4.44
O 3.71 -3.08 3.37
O 1.94 -1.71 4.28
F 1.64 -4.00 4.10
S 4.48 -2.56 6.13
O 4.35 -1.14 5.99
O 5.70 -3.20 5.78
F 4.53 -2.80 7.69
N 1.88 1.50 0.22
S 0.40 1.08 -0.52
O -0.74 0.74 0.24
O 0.57 0.54 -1.82
F -0.01 2.61 -0.83
S 1.89 0.32 1.28
O 1.81 -1.01 0.78
O 1.29 0.59 2.53
F 3.45 0.31 1.58
```

As for the spin multiplicity: 1. As for the gap between HOMO and LUMO: 4.76 eV. The largest force on an atom comes out at 0.1405 Eh/bohr. The value obtained for the lowest unoccupied orbital energy is -10.373 eV. Its total charge is +4. The energy above the lowest of the compared OMol25 structures with the same formula, charge and spin is 0.0 kcal per mole.

Atom charges from the Löwdin analysis, given in e for atoms 1 to 6: atom 1 (Na): 0.535, atom 2 (Na): 0.805, atom 3 (C): -0.076, atom 4 (C): -0.230, atom 5 (C): -0.135, atom 6 (N): -0.263

C14H36AsF6O12 as an isolated structure at a distorted geometry. Source: the OMol25 dataset; level of theory: wB97M-V/def2-TZVPD.

XYZ file:
```
69
Properties=species:S:1:pos:R:3
As -18.96 20.66 -11.46
F -17.73 21.69 -10.56
F -18.51 19.36 -10.28
F -20.19 19.56 -12.18
F -19.36 21.87 -12.75
F -17.67 20.05 -12.53
F -20.27 21.42 -10.43
C -17.25 20.67 -15.85
O -16.79 19.41 -15.39
H -18.26 20.63 -16.26
H -17.14 21.44 -15.09
H -16.61 20.90 -16.71
H -17.14 19.42 -14.49
C -21.76 24.57 -8.52
O -21.43 23.79 -9.64
H -21.47 25.60 -8.72
H -22.77 24.49 -8.12
H -21.15 24.34 -7.65
H -21.21 22.89 -9.41
C -14.27 22.80 -10.87
O -15.04 21.72 -10.33
H -14.36 22.98 -11.94
H -14.50 23.75 -10.39
H -13.22 22.62 -10.62
H -15.98 21.70 -10.49
C -20.79 16.88 -9.99
O -22.15 17.38 -9.92
H -20.53 16.87 -11.05
H -20.08 17.45 -9.39
H -20.73 15.83 -9.71
H -22.05 18.02 -10.63
C -22.40 17.75 -13.20
O -22.49 19.10 -12.78
H -21.43 17.27 -13.35
H -22.96 17.09 -12.54
H -22.97 17.53 -14.10
H -21.62 19.38 -12.51
C -20.40 24.90 -14.51
O -19.68 26.15 -14.65
H -20.80 24.63 -15.48
H -19.75 24.14 -14.09
H -21.22 25.07 -13.80
H -20.39 26.70 -14.98
C -19.91 19.40 -6.33
C -20.62 20.62 -7.08
C -21.81 20.24 -7.99
O -22.77 21.20 -7.59
C -22.52 21.76 -6.42
O -23.26 22.52 -5.76
O -21.40 21.24 -6.00
H -19.39 18.91 -7.16
H -20.43 18.55 -5.89
H -19.15 19.76 -5.64
H -19.87 21.38 -7.28
H -22.18 19.22 -7.89
H -21.44 20.47 -9.00
C -14.05 18.46 -8.76
C -14.85 19.01 -7.60
C -16.25 18.56 -7.46
O -16.45 18.06 -6.14
C -15.26 18.02 -5.55
O -15.11 17.53 -4.48
O -14.27 18.59 -6.35
H -14.07 17.37 -8.73
H -13.03 18.84 -8.79
H -14.47 18.82 -9.70
H -14.84 20.10 -7.70
H -16.37 17.73 -8.17
H -16.94 19.36 -7.72
```

As for the spin multiplicity: 1. As for the gap between HOMO and LUMO: 9.64 eV. The largest force on an atom comes out at 0.0942 Eh/bohr. The value obtained for the lowest unoccupied orbital energy is 1.808 eV. Its total charge is -1. The energy above the lowest of the compared OMol25 structures with the same formula, charge and spin is 2.7 kcal per mole.

Atom charges from the Löwdin analysis, given in e for atoms 1 to 6: atom 1 (As): 1.027, atom 2 (F): -0.287, atom 3 (F): -0.288, atom 4 (F): -0.256, atom 5 (F): -0.265, atom 6 (F): -0.262

C52H50F3N6O3Ti as an isolated structure. Source: the OMol25 dataset; level of theory: wB97M-V/def2-TZVPD.

XYZ file:
```
115
Properties=species:S:1:pos:R:3
Ti 1.24 0.02 0.34
C -5.27 0.74 1.75
O -4.51 0.38 0.62
C -5.05 -0.50 -0.25
C -6.33 -1.04 -0.14
C -6.82 -1.88 -1.13
C -6.04 -2.21 -2.22
C -4.75 -1.71 -2.32
C -4.24 -0.87 -1.34
N -2.95 -0.33 -1.46
C -1.92 -0.50 -0.55
N -2.11 -1.55 0.29
C -1.36 -1.92 1.43
C -0.01 -2.27 1.34
C 0.67 -2.66 2.50
C -0.01 -2.75 3.70
C -1.37 -2.48 3.78
C -2.04 -2.09 2.63
O -3.40 -1.84 2.63
C -4.20 -2.89 3.16
N -0.88 0.29 -0.56
C -1.08 1.57 -1.17
C -2.00 2.46 -0.61
C -2.14 3.75 -1.09
C -1.34 4.17 -2.14
C -0.44 3.30 -2.72
C -0.32 1.99 -2.27
O 0.48 1.06 -2.84
C 1.41 1.52 -3.81
H -4.67 1.44 2.31
H -5.48 -0.13 2.39
H -6.21 1.21 1.46
H -6.96 -0.77 0.70
H -7.82 -2.28 -1.03
H -6.42 -2.87 -2.99
H -4.10 -1.99 -3.14
H -2.70 0.17 -2.30
H -3.06 -1.89 0.31
H 1.73 -2.87 2.43
H 0.53 -3.03 4.60
H -1.90 -2.54 4.72
H -4.03 -3.03 4.22
H -3.99 -3.83 2.63
H -5.24 -2.61 3.00
H -2.61 2.11 0.21
H -2.85 4.42 -0.63
H -1.41 5.19 -2.51
H 0.18 3.64 -3.54
H 0.90 1.97 -4.66
H 1.95 0.65 -4.14
H 2.11 2.24 -3.37
C 3.02 0.70 3.80
C 1.58 0.69 4.23
C 1.25 0.42 5.55
C -0.07 0.41 5.99
C -1.07 0.70 5.08
C -0.78 0.97 3.75
C -1.90 1.29 2.79
C 0.55 0.95 3.31
N 0.87 1.15 1.94
C 1.12 2.46 1.46
C 0.45 3.65 2.10
C 1.98 2.60 0.42
C 2.18 3.93 -0.27
N 2.57 1.45 -0.12
C 3.84 1.45 -0.69
C 4.11 0.52 -1.73
C 3.16 -0.58 -2.10
C 5.33 0.56 -2.39
C 6.32 1.47 -2.05
C 6.09 2.30 -0.97
C 4.89 2.29 -0.26
C 4.84 3.11 1.01
H 3.67 0.95 4.64
H 3.18 1.41 2.99
H 3.32 -0.27 3.40
H 2.05 0.21 6.26
H -0.30 0.20 7.02
H -2.11 0.72 5.41
H -2.56 2.05 3.21
H -2.50 0.40 2.57
H -1.49 1.65 1.86
H -0.06 3.37 3.02
H -0.29 4.11 1.43
H 1.18 4.42 2.35
H 2.51 4.71 0.43
H 1.25 4.29 -0.72
H 2.93 3.85 -1.05
H 2.11 -0.32 -1.93
H 3.37 -1.49 -1.54
H 3.24 -0.83 -3.16
H 5.51 -0.15 -3.19
H 7.26 1.50 -2.58
H 6.88 2.97 -0.63
H 4.90 4.18 0.80
H 5.69 2.85 1.63
H 3.94 2.93 1.59
N 3.89 -1.82 1.32
C 2.99 -1.18 0.96
F 1.09 -3.69 -7.33
C 1.48 -4.58 -6.39
F 0.77 -5.71 -6.66
F 2.77 -4.89 -6.66
C 1.29 -4.08 -5.01
C 0.14 -3.34 -4.70
C -0.09 -2.90 -3.42
C 0.83 -3.18 -2.37
C 1.99 -3.95 -2.71
C 2.20 -4.38 -3.99
C 0.62 -2.72 -1.09
C 0.62 -2.17 0.04
H -0.57 -3.10 -5.49
H -0.97 -2.32 -3.19
H 2.71 -4.16 -1.93
H 3.10 -4.94 -4.22
```

As for the spin multiplicity: 3. As for the gap between HOMO and LUMO (alpha / beta): 4.75 / 5.51 eV. The largest force on an atom comes out at 0.0095 Eh/bohr. The expectation value of S² is 2.04. The value obtained for the lowest unoccupied orbital energy (alpha / beta) is 1.905 / 1.904 eV. Its total charge is -1. The energy above the lowest of the compared OMol25 structures with the same formula, charge and spin is 6.9 kcal per mole.

Atom charges from the Löwdin analysis, given in e for atoms 1 to 6: atom 1 (Ti): 0.886, atom 2 (C): -0.060, atom 3 (O): -0.079, atom 4 (C): -0.228, atom 5 (C): -0.017, atom 6 (C): -0.089

C4H8O2 as an isolated structure. Source: the OMol25 dataset; level of theory: wB97M-V/def2-TZVPD.

XYZ file:
```
14
Properties=species:S:1:pos:R:3
C 0.78 -1.21 0.92
C 0.50 -1.59 -0.38
O -0.35 -0.19 -1.51
C -0.98 0.78 -0.98
C -0.05 1.49 0.53
O 0.14 0.61 1.43
H 0.16 -1.57 1.73
H 1.78 -0.90 1.18
H 1.29 -1.61 -1.11
H -0.36 -2.22 -0.58
H -1.95 0.57 -0.49
H -0.89 1.75 -1.48
H -0.88 2.18 0.72
H 0.82 1.91 0.01
```

As for the spin multiplicity: 1. As for the gap between HOMO and LUMO (alpha / beta): 7.46 / 7.47 eV. The largest force on an atom comes out at 0.0050 Eh/bohr. The value obtained for the lowest unoccupied orbital energy (alpha / beta) is -0.884 / -0.883 eV. The energy above the lowest of the compared OMol25 structures with the same formula, charge and spin is 136.9 kcal per mole.

Atom charges from the Löwdin analysis, given in e for atoms 1 to 6: atom 1 (C): -0.049, atom 2 (C): -0.049, atom 3 (O): -0.104, atom 4 (C): -0.250, atom 5 (C): -0.249, atom 6 (O): -0.104

- Which of these has the highest energy above the lowest of the compared OMol25 structures with the same formula, charge and spin?
  C4H8O2

- Which formula does entry 4 have?
  C4H8O2